A | A 2-piece molecular cluster, C4H8NS overall. Source: the OMol25 dataset; level of theory: ωB97M-V with the def2-TZVPD basis set.

CARTESIAN COORDINATES (ANGSTROEM)
S 2.189 -0.090 -0.676
N -1.096 -0.441 -0.965
C -0.756 0.926 -0.812
C 1.651 0.278 2.256
C 1.803 -1.408 0.241
C 1.817 -0.308 1.085
H 1.508 1.386 2.426
H -0.825 1.143 0.259
H 1.244 -0.456 3.131
H -1.419 -1.023 -0.179
H -1.231 1.664 -1.432
H 1.554 -2.476 0.121
H -0.567 -1.041 -1.655
H 0.471 1.049 -0.796

Computed properties:
Charge: +1
Kohn-Sham gap (alpha / beta) (eV): 6.64 / 6.64
HOMO (alpha / beta) (Eh): -0.4914 / -0.4914


B | An isolated ion of composition C4H8NS and charge +1. Source: the OMol25 dataset; level of theory: ωB97M-V with the def2-TZVPD basis set.

CARTESIAN COORDINATES (ANGSTROEM)
S 0.202 2.794 -0.769
N -0.407 -2.258 -1.083
C 0.377 0.833 1.182
C 0.296 2.136 0.890
C -0.111 -1.624 0.187
C 0.063 -0.241 0.159
H 0.895 4.020 -0.632
H -1.461 -2.274 -1.417
H 0.551 2.782 1.605
H -0.226 -2.203 1.013
H -0.246 0.444 -0.675
H -0.181 -1.688 -1.804
H -0.158 -3.227 -0.940
H 0.407 0.506 2.286

Computed properties:
Charge: +1
Kohn-Sham gap (eV): 8.21
HOMO (Eh): -0.4542


Which structure is the least stable? The one labeled A.


A | A 2-piece molecular cluster, C10H13O2 overall. Source: the OMol25 dataset; level of theory: ωB97M-V with the def2-TZVPD basis set.

CARTESIAN COORDINATES (ANGSTROEM)
O -1.654 -2.249 -2.583
O -0.775 -2.943 -0.583
C -1.298 0.749 1.610
C -0.749 -2.669 -1.775
C -1.582 3.070 0.966
C 0.637 -2.735 -2.294
C 0.997 -0.138 1.579
C 1.047 -1.258 -2.382
C 1.614 1.049 1.813
C 0.776 2.119 1.742
C -0.418 -0.422 1.508
C -0.643 1.997 1.533
H -0.738 -1.410 1.470
H 1.170 3.183 1.764
H -1.510 3.015 -0.163
H 0.746 -0.679 -1.426
H -2.445 0.726 1.684
H 1.625 -0.953 1.232
H -1.340 4.007 1.499
H 2.099 -0.962 -2.342
H 1.164 -3.514 -1.542
H -2.577 2.788 1.202
H 0.678 -3.048 -3.424
H 2.752 1.103 2.029
H 0.424 -0.826 -3.118

Computed properties:
Charge: -1
Kohn-Sham gap (eV): 7.19
HOMO (Eh): -0.1451


B | A 2-piece molecular cluster, C10H13O2 overall. Source: the OMol25 dataset; level of theory: ωB97M-V with the def2-TZVPD basis set.

CARTESIAN COORDINATES (ANGSTROEM)
O -0.173 2.754 3.831
O -2.381 2.499 3.437
C -1.171 2.210 3.324
C 1.055 0.523 -3.324
C 0.539 -1.675 -2.478
C 1.121 -0.861 -3.439
C -0.031 -1.145 -1.327
C -0.050 0.237 -1.208
C 0.541 0.450 2.509
C 0.413 1.063 -2.232
C -0.890 0.933 2.436
C -0.435 -2.031 -0.179
H 0.184 2.104 -2.130
H 1.548 -1.337 -4.312
H 1.159 0.359 1.612
H 0.541 -0.638 2.736
H -1.411 -2.506 -0.333
H 0.355 -2.731 0.071
H 1.428 1.176 -4.103
H 1.137 0.865 3.309
H 0.574 -2.735 -2.689
H -1.618 0.170 2.741
H -0.678 -1.409 0.688
H -1.280 0.992 1.416
H -0.474 0.736 -0.356

Computed properties:
Charge: -1
Kohn-Sham gap (eV): 6.93
HOMO (Eh): -0.1457


C | A 2-piece molecular cluster, C10H13O2 overall. Source: the OMol25 dataset; level of theory: ωB97M-V with the def2-TZVPD basis set.

CARTESIAN COORDINATES (ANGSTROEM)
O -0.450 2.077 -0.161
O 0.853 3.843 0.361
C -0.266 -0.774 -0.316
C 2.036 1.216 1.801
C -0.710 -2.792 -1.521
C 0.099 -1.675 -1.321
C -1.742 -3.027 -0.612
C -1.328 -1.049 0.546
C 0.658 2.023 1.930
C 0.364 2.714 0.555
C -2.053 -2.246 0.468
C 1.259 -1.374 -2.169
H 0.771 2.673 2.801
H -2.253 -3.991 -0.807
H -1.457 -0.301 1.330
H 2.266 1.360 0.739
H -0.569 -3.579 -2.243
H 1.516 -0.311 -2.266
H -2.924 -2.358 1.096
H 0.299 0.098 -0.056
H 1.236 -1.689 -3.222
H -0.076 1.288 2.260
H 1.950 0.160 2.076
H 2.186 -1.888 -1.819
H 2.855 1.633 2.371

Computed properties:
Charge: -1
Kohn-Sham gap (eV): 7.61
HOMO (Eh): -0.1558


Which structure is the least stable? The one labeled A.